Record 1
C2H5O3 | ωB97M-V/def2-TZVPD

```
! RIJCOSX wB97M-V def2-TZVPD def2/J DEFGRID3
* xyz -1 1
O 2.015 0.355 3.084
H 2.761 0.386 3.725
H 2.444 0.398 2.200
O -2.563 -1.087 -0.866
O -0.528 -1.478 -0.288
C -1.413 -0.787 -0.862
C -0.822 0.334 -1.629
H 0.033 -0.039 -2.218
H -0.441 1.013 -0.847
H -1.487 0.906 -2.298
*
```

LUMO energy: 3.26 eV
calculated total energy: -8298.450 eV
ΔE to the lowest compared entry with this formula, charge and spin: 28.30 kcal per mole
frontier orbital gap: 6.4339 eV

Record 2
C9H11F2N4 | ωB97M-V/def2-TZVPD

```
! RIJCOSX wB97M-V def2-TZVPD def2/J DEFGRID3
* xyz 1 1
C 1.701 -1.538 -0.214
C 2.859 -1.074 -0.753
C 0.965 -0.753 0.693
C 3.232 0.176 -0.475
C 1.574 0.483 1.028
C -1.378 -0.641 -0.942
C -0.362 -1.171 1.200
C -3.535 0.416 -0.906
C -3.934 1.519 -0.030
N 2.649 0.921 0.426
N -2.345 0.055 -1.079
N 4.394 0.688 -1.065
N -1.077 -0.387 1.914
F 1.105 1.362 1.886
F -0.389 -0.768 -1.774
H 1.358 -2.558 -0.405
H 3.569 -1.682 -1.395
H -0.684 -2.207 1.038
H -4.266 -0.090 -1.597
H -3.127 2.242 0.283
H -4.205 1.126 1.004
H -4.839 2.134 -0.307
H 4.865 0.177 -1.790
H 4.564 1.670 -1.086
H -1.991 -0.605 2.177
H -0.704 0.505 2.168
*
```

LUMO energy: -4.14 eV
calculated total energy: -20897.476 eV
frontier orbital gap: 7.6056 eV

Record 3
C43H33N3O3 | ωB97M-V/def2-TZVPD

```
! RIJCOSX wB97M-V def2-TZVPD def2/J DEFGRID3
* xyz 0 1
C 0.675 -2.510 -7.627
C 1.695 -3.270 -7.041
C 2.484 -2.714 -6.035
C 2.254 -1.396 -5.620
N 3.048 -0.871 -4.553
C 4.109 0.027 -4.868
C 3.838 1.381 -5.081
C 4.872 2.243 -5.455
C 6.175 1.754 -5.593
C 6.447 0.402 -5.354
C 5.413 -0.466 -5.000
C 2.511 -0.878 -3.243
C 3.154 -1.634 -2.246
C 2.583 -1.761 -0.995
C 1.413 -1.024 -0.639
C 0.840 -1.172 0.657
C 0.095 -0.157 1.309
C -0.789 -0.527 2.365
C -1.549 0.404 3.036
C -1.444 1.774 2.708
N -2.284 2.688 3.324
C -2.046 4.095 3.238
C -2.650 4.848 2.227
C -2.414 6.224 2.159
C -1.616 6.847 3.123
C -1.042 6.094 4.153
C -1.250 4.716 4.210
C -3.562 2.260 3.799
C -3.775 2.108 5.174
C -5.021 1.673 5.632
C -6.059 1.443 4.725
C -5.849 1.624 3.354
C -4.595 2.023 2.886
C -0.510 2.186 1.736
C 0.206 1.245 1.016
C 0.827 -0.200 -1.649
C 1.338 -0.178 -2.939
C 1.259 -0.626 -6.219
C 0.456 -1.192 -7.215
H 0.048 -2.948 -8.405
H 1.876 -4.297 -7.359
H 3.281 -3.277 -5.546
H 2.812 1.735 -4.960
H 4.648 3.295 -5.635
H 6.980 2.430 -5.885
H 7.463 0.017 -5.445
H 5.587 -1.528 -4.818
H 4.083 -2.143 -2.507
H 3.033 -2.404 -0.237
H 1.083 -2.066 1.206
H -0.878 -1.585 2.602
H -2.242 0.097 3.819
H -3.283 4.341 1.495
H -2.859 6.802 1.348
H -1.440 7.923 3.072
H -0.427 6.573 4.916
H -0.812 4.100 4.998
H -2.949 2.314 5.859
H -5.171 1.517 6.700
H -7.038 1.122 5.085
H -6.653 1.454 2.638
H -4.398 2.161 1.820
H -0.393 3.251 1.532
H 0.883 1.578 0.228
H -0.057 0.395 -1.417
H 0.845 0.391 -3.728
H 1.113 0.403 -5.885
H -0.339 -0.593 -7.659
O -0.066 -3.544 1.623
C -0.288 -4.351 2.560
C -1.669 -4.683 2.962
N -2.702 -4.307 2.029
O -2.515 -4.514 0.817
O -3.755 -3.808 2.488
C -1.970 -5.187 4.224
C -0.940 -5.628 5.055
C 0.398 -5.531 4.626
C 0.721 -4.945 3.415
H -3.020 -5.241 4.519
H -1.184 -6.057 6.028
H 1.197 -5.913 5.265
H 1.757 -4.831 3.096
*
```

LUMO energy: -2.12 eV
calculated total energy: -55733.880 eV
ΔE to the lowest compared entry with this formula, charge and spin: 0.00 kcal per mole
frontier orbital gap: 4.1008 eV

Record 4
C5H7NO | ωB97M-V/def2-TZVPD

```
! RIJCOSX wB97M-V def2-TZVPD def2/J DEFGRID3
* xyz 0 1
O 2.032 -1.589 -0.570
C 2.380 -0.223 -0.424
C 1.176 0.590 -0.197
C 0.041 0.985 -0.088
C -1.397 1.097 0.030
C -2.061 -0.234 -0.027
N -2.047 0.526 1.214
H 1.544 -1.849 0.223
H 3.115 -0.082 0.381
H 2.853 0.069 -1.365
H -1.887 1.974 -0.381
H -1.378 -1.076 -0.139
H -3.027 -0.351 -0.507
H -1.344 0.162 1.851
*
```

LUMO energy: 0.73 eV
calculated total energy: -8832.653 eV
ΔE to the lowest compared entry with this formula, charge and spin: 81.86 kcal per mole
frontier orbital gap: 10.0053 eV
structure (SMILES): OCC#C[C@H]1CN1

Record 5
C3H7O2P | ωB97M-V/def2-TZVPD

```
! RIJCOSX wB97M-V def2-TZVPD def2/J DEFGRID3
* xyz 0 1
C -1.022 -0.825 -1.090
C 0.072 0.189 -0.795
C 1.433 -0.353 -0.446
O -2.103 -0.560 -1.563
O -2.184 1.114 0.574
P -0.745 1.309 0.575
H -0.694 -1.791 -0.709
H -0.121 0.933 3.405
H 0.012 0.901 -1.587
H 1.752 -0.159 0.766
H 2.160 0.083 -1.110
H 1.359 -1.418 -0.638
H 0.080 0.576 2.618
*
```

LUMO energy: -0.91 eV
calculated total energy: -16605.401 eV
ΔE to the lowest compared entry with this formula, charge and spin: 75.78 kcal per mole
frontier orbital gap: 8.2323 eV

Record 6
C29H51FN6O3S2 | ωB97M-V/def2-TZVPD

```
! RIJCOSX wB97M-V def2-TZVPD def2/J DEFGRID3
* xyz 0 1
C 3.713 -2.350 0.179
C 4.328 -1.005 0.878
N 3.937 0.303 0.237
C 4.978 0.845 -0.712
C 5.646 -0.252 -1.728
C 2.543 0.299 -0.341
S 2.164 0.146 -2.018
S 1.078 0.484 0.827
C -0.358 1.379 -0.060
C -1.610 0.319 -0.121
C -1.808 -0.417 -1.579
O -3.139 -1.107 -1.508
C -2.955 -2.363 -0.726
O -2.550 -3.491 -1.317
O -3.158 -2.428 0.759
F -2.797 -3.625 1.209
H 2.797 -2.806 0.795
H 3.461 -2.259 -0.960
H 4.563 -3.184 0.257
H 5.520 -1.006 0.953
H 3.965 -0.959 2.014
H 4.531 1.793 -1.281
H 5.869 1.262 -0.038
H 5.965 0.341 -2.712
H 6.674 -0.669 -1.286
H 4.925 -1.102 -2.085
H -0.042 1.809 -1.107
H -0.704 2.315 0.586
H -1.342 -0.549 0.652
H -2.576 0.896 0.220
H -1.022 -1.300 -1.725
H -1.742 0.333 -2.479
C 1.120 -6.666 -3.342
C 0.169 -7.134 -2.245
C -0.223 -6.014 -1.280
C 1.019 -5.470 -0.593
N 2.049 -5.019 -0.023
H 2.071 -6.312 -2.930
H 1.350 -7.492 -4.023
H 0.674 -5.854 -3.928
H 0.643 -7.954 -1.691
H -0.736 -7.541 -2.709
H -0.915 -6.396 -0.522
H -0.723 -5.201 -1.817
C -1.483 5.542 2.345
C -2.410 6.286 1.390
C -3.530 5.402 0.837
C -2.931 4.239 0.063
N -2.434 3.274 -0.579
H -0.963 4.719 1.845
H -0.717 6.219 2.736
H -2.042 5.131 3.194
H -1.815 6.693 0.563
H -2.854 7.138 1.917
H -4.174 5.984 0.170
H -4.149 5.012 1.652
C 2.983 -0.333 4.548
C 2.521 0.497 5.741
C 1.006 0.449 5.949
C 0.301 1.001 4.721
N -0.284 1.459 3.702
H 2.563 0.041 3.609
H 4.072 -0.292 4.455
H 2.689 -1.383 4.663
H 2.844 1.536 5.597
H 3.018 0.128 6.645
H 0.727 1.047 6.823
H 0.674 -0.581 6.123
C 1.001 -6.748 -8.021
C 1.135 -5.294 -8.463
C 2.423 -4.637 -7.964
C 2.449 -4.646 -6.445
N 2.471 -4.654 -5.184
H 0.952 -6.836 -6.931
H 0.082 -7.184 -8.424
H 1.848 -7.346 -8.378
H 0.265 -4.732 -8.100
H 1.111 -5.252 -9.557
H 2.478 -3.602 -8.318
H 3.300 -5.172 -8.343
C -6.954 7.087 3.907
C -5.792 6.944 4.886
C -5.266 8.291 5.387
C -4.763 9.115 4.213
N -4.346 9.798 3.239
H -6.655 7.622 3.000
H -7.314 6.101 3.599
H -7.789 7.628 4.367
H -4.983 6.388 4.396
H -6.121 6.346 5.743
H -4.445 8.134 6.094
H -6.058 8.845 5.903
*
```

LUMO energy: 0.14 eV
calculated total energy: -70356.768 eV
frontier orbital gap: 8.0126 eV
structure (SMILES): CCN(CC)C(=S)SCCCOC(=O)OF.CCCC#N.CCCC#N.CCCC#N.CCCC#N.CCCC#N

Record 7
C19H35N3OSV | ωB97M-V/def2-TZVPD

```
! RIJCOSX wB97M-V def2-TZVPD def2/J DEFGRID3
* xyz 2 4
V 0.625 -0.348 0.447
C 5.424 0.038 0.299
C 4.683 0.366 -0.829
C 3.301 0.239 -0.815
C 2.622 -0.230 0.316
C 3.395 -0.560 1.440
C 4.779 -0.425 1.436
H 6.501 0.149 0.293
H 5.184 0.724 -1.721
H 2.740 0.499 -1.708
H 2.920 -0.929 2.347
H 5.356 -0.684 2.315
N -4.872 0.396 -1.428
C -4.500 1.430 -0.406
C -2.987 1.390 -0.174
N -2.497 0.073 0.208
C -2.899 -0.932 -0.768
C -4.408 -0.972 -1.016
H -4.433 0.635 -2.320
H -5.881 0.397 -1.582
H -5.041 1.194 0.509
H -4.818 2.409 -0.763
H -2.740 2.113 0.601
H -2.467 1.689 -1.090
H -2.817 -0.173 1.139
H -2.572 -1.914 -0.440
H -2.377 -0.719 -1.706
H -4.950 -1.241 -0.109
H -4.659 -1.683 -1.801
C -0.349 4.584 -1.021
C 0.439 4.023 0.176
C 1.920 4.438 0.085
C -0.179 4.505 1.500
C 0.383 2.568 0.123
N 0.338 1.415 0.070
H -0.264 5.670 -1.011
H -1.407 4.325 -0.956
H 0.052 4.216 -1.965
H 1.986 5.524 0.123
H 2.362 4.092 -0.850
H 2.494 4.023 0.913
H -0.148 5.593 1.525
H 0.377 4.125 2.357
H -1.220 4.191 1.591
C 1.933 -4.706 -0.781
C 2.271 -3.570 0.167
S 0.860 -2.712 0.920
O 0.074 -2.059 -0.227
C -0.211 -4.067 1.527
C -1.144 -4.650 0.484
H 2.841 -4.981 -1.315
H 1.192 -4.396 -1.516
H 1.585 -5.593 -0.252
H 2.800 -2.763 -0.339
H 2.872 -3.895 1.020
H -0.766 -3.613 2.349
H 0.467 -4.812 1.946
H -1.696 -3.864 -0.025
H -1.858 -5.310 0.976
H -0.616 -5.230 -0.267
*
```

LUMO energy (spin up / spin down): -5.29 / -5.37 eV
calculated total energy: -63295.413 eV
ΔE to the lowest compared entry with this formula, charge and spin: 40.20 kcal per mole
frontier orbital gap (spin up / spin down): 7.1351 / 7.9064 eV

Record 8
C7H11OS | ωB97M-V/def2-TZVPD

```
! RIJCOSX wB97M-V def2-TZVPD def2/J DEFGRID3
* xyz -1 1
C 0.466 -1.398 -1.895
C 0.163 -0.070 -1.066
C 0.857 -0.020 0.301
C -0.705 -0.069 0.252
C 1.766 1.172 0.562
C -1.243 -1.341 0.774
C -1.348 1.289 0.568
O 0.971 -2.314 -1.322
S 0.052 -1.231 -3.549
H 0.033 0.791 -1.812
H 1.243 -0.942 0.583
H 2.002 1.391 1.615
H 1.450 2.067 0.004
H 2.884 1.110 0.346
H -1.383 -1.478 1.816
H -0.664 -2.198 0.496
H -2.285 -1.593 0.423
H -2.427 1.222 0.346
H -0.738 2.013 -0.066
H -1.096 1.600 1.623
*
```

LUMO energy: 3.53 eV
calculated total energy: -20320.112 eV
ΔE to the lowest compared entry with this formula, charge and spin: 0.00 kcal per mole
frontier orbital gap: 6.6516 eV
structure (SMILES): C[C@@H]1[C@@H](C([O-])=S)C1(C)C

Record 9
C3H4N2 | ωB97M-V/def2-TZVPD

```
! RIJCOSX wB97M-V def2-TZVPD def2/J DEFGRID3
* xyz 0 1
C 0.183 -0.913 0.783
C -0.155 0.230 0.202
C 0.718 -0.681 -0.542
N 1.300 -1.206 -1.489
N -1.115 1.271 0.317
H 0.217 -1.468 1.657
H 1.195 -0.640 -2.329
H -1.747 1.241 1.075
H -0.595 2.166 0.326
*
```

LUMO energy: 0.73 eV
calculated total energy: -6152.863 eV
ΔE to the lowest compared entry with this formula, charge and spin: 70.05 kcal per mole
frontier orbital gap: 9.7126 eV
structure (SMILES): [H]/N=c1/cc1N

Record 10
C26H45F2O12P2S | ωB97M-V/def2-TZVPD

```
! RIJCOSX wB97M-V def2-TZVPD def2/J DEFGRID3
* xyz -1 1
C -3.035 -3.623 1.125
C -1.495 -3.532 1.583
F -1.448 -4.135 2.916
C -1.096 -1.971 1.821
O -0.046 -1.714 2.801
P 0.837 -0.209 2.498
C 1.876 -0.401 4.111
C 1.141 -1.330 5.219
O 0.495 -0.792 6.161
C 2.162 -1.311 1.612
C 2.177 -2.849 2.062
C 3.613 -3.442 1.562
F 3.467 -4.877 1.364
C -0.684 0.580 3.332
C -0.436 1.947 4.128
C -1.352 2.006 5.483
C -2.485 3.132 5.317
O -1.796 4.432 5.404
C -2.124 5.209 4.271
O -1.395 6.209 4.006
C 1.644 1.485 1.998
O 2.502 1.362 0.800
C 2.306 2.466 -0.067
C 2.239 3.955 0.358
C 1.968 5.042 -0.745
C 1.764 4.710 -2.247
C 1.880 3.219 -2.684
C 2.143 2.162 -1.590
O 0.159 -0.086 0.854
C -0.794 -1.072 0.470
P -2.277 0.038 -0.052
O -3.537 -0.172 0.796
O -1.843 1.701 0.153
O -2.717 -0.127 -1.685
S -0.377 -2.045 -1.103
C 0.275 -0.918 -2.461
O -1.549 -2.896 -1.575
O 0.761 -3.041 -0.869
H -3.775 -3.494 1.983
H -3.213 -2.732 0.411
H -3.269 -4.567 0.512
H -0.771 -4.082 0.898
H -2.057 -1.598 2.353
H 2.890 -0.929 3.931
H 2.135 0.586 4.620
H 1.234 -2.482 5.197
H 3.246 -0.925 1.772
H 1.998 -1.218 0.472
H 1.396 -3.513 1.570
H 2.185 -3.010 3.201
H 3.972 -2.953 0.591
H 4.411 -3.294 2.385
H -1.116 -0.172 4.098
H -1.566 0.782 2.608
H -0.810 2.841 3.493
H 0.627 2.148 4.472
H -1.829 1.002 5.740
H -0.677 2.280 6.380
H -3.233 2.975 6.175
H -2.966 2.983 4.278
H -3.007 5.008 3.565
H 0.748 2.128 1.643
H 2.165 1.996 2.874
H 2.382 4.264 1.444
H 1.898 6.158 -0.469
H 1.535 5.479 -3.059
H 1.749 2.843 -3.758
H 2.226 1.076 -1.912
H -1.478 2.055 -0.690
H -3.447 0.516 -1.879
H -0.048 -1.421 -3.440
H -0.108 0.151 -2.357
H 1.425 -0.996 -2.439
C -1.840 -2.476 -7.073
C -1.755 -0.973 -7.274
O -0.596 -0.386 -6.695
C 0.656 -0.851 -7.183
C 0.852 -0.622 -8.671
H -1.813 -2.722 -6.008
H -2.768 -2.865 -7.500
H -1.008 -2.998 -7.549
H -2.615 -0.504 -6.788
H -1.821 -0.711 -8.336
H 0.796 -1.905 -6.922
H 1.426 -0.297 -6.638
H 0.115 -1.165 -9.267
H 1.845 -0.958 -8.980
H 0.750 0.440 -8.912
*
```

LUMO energy: 2.01 eV
calculated total energy: -87102.159 eV
frontier orbital gap: 7.5245 eV

Record 11
C21H27N3O3S | ωB97M-V/def2-TZVPD

```
! RIJCOSX wB97M-V def2-TZVPD def2/J DEFGRID3
* xyz 0 1
C 1.929 3.893 0.663
H 2.287 2.868 0.599
H 2.669 4.539 0.194
H 1.846 4.168 1.712
C 0.576 4.041 -0.036
C 0.674 3.637 -1.478
C 0.695 4.615 -2.466
C 0.870 4.303 -3.801
C 1.041 2.982 -4.177
C 1.014 1.992 -3.215
C 0.816 2.306 -1.873
N 0.810 1.223 -0.957
C -0.217 0.854 -0.138
O -1.171 1.563 0.121
C -0.088 -0.550 0.359
C 0.072 -1.517 -0.627
C 0.030 -2.862 -0.333
C -0.199 -3.280 0.967
C -0.353 -2.347 1.962
C -0.279 -0.957 1.706
N -0.352 -0.088 2.738
C -0.616 -0.508 4.103
H -1.547 -1.077 4.162
C -0.692 0.797 4.892
H -0.423 0.662 5.937
H -1.700 1.210 4.838
C 0.278 1.694 4.132
H 0.119 2.752 4.323
H 1.307 1.439 4.389
C -0.017 1.319 2.683
H -0.863 1.899 2.296
H 0.840 1.482 2.025
H 0.205 -1.133 4.478
H -0.527 -2.691 2.967
H -0.242 -4.337 1.175
S 0.244 -4.055 -1.630
O 0.550 -3.360 -2.854
O 1.153 -5.076 -1.196
N -1.298 -4.752 -1.697
C -1.299 -6.055 -2.326
H -1.210 -5.986 -3.416
H -2.222 -6.576 -2.070
H -0.447 -6.603 -1.932
C -2.261 -3.829 -2.250
H -2.216 -2.905 -1.676
H -2.050 -3.604 -3.302
H -3.259 -4.257 -2.163
H 0.193 -1.241 -1.664
H 1.449 0.478 -1.206
H 1.141 0.957 -3.501
H 1.191 2.722 -5.214
H 0.882 5.087 -4.543
H 0.581 5.649 -2.173
H 0.258 5.084 0.025
H -0.174 3.431 0.466
*
```

LUMO energy: 0.63 eV
calculated total energy: -43663.559 eV
ΔE to the lowest compared entry with this formula, charge and spin: 47.24 kcal per mole
frontier orbital gap: 8.7187 eV
structure (SMILES): CCc1ccccc1NC(=O)c1cc(S(=O)(=O)N(C)C)ccc1N1CCCC1